Record 1
C5H10FNO | ωB97M-V/def2-TZVPD

CARTESIAN COORDINATES (ANGSTROEM)
C  -2.295  -0.468  0.040
C  -0.942  -0.450  -0.639
N  0.240  -1.011  0.079
C  0.636  0.341  0.554
C  2.173  0.391  0.446
O  2.620  0.042  -0.845
C  -0.228  0.920  -0.516
F  -1.039  1.980  -0.114
H  -3.075  0.098  -0.510
H  -2.277  -0.128  1.103
H  -2.743  -1.486  0.016
H  -1.075  -0.869  -1.646
H  -0.091  -1.576  0.840
H  0.424  0.591  1.608
H  2.619  1.369  0.716
H  2.576  -0.253  1.242
H  2.187  -0.797  -0.975
H  0.290  1.306  -1.398

Force components x, y, z for each atom (eV/Å):
C -1.051 -0.673 0.647
C 0.072 0.709 -0.734
N -1.118 -0.280 0.447
C 2.276 -0.713 0.646
C 0.204 1.323 0.481
O 0.169 0.399 0.578
C -0.959 1.247 -0.741
F -0.072 -0.122 0.144
H 0.781 0.188 0.259
H 0.036 -0.125 -0.805
H 0.600 0.307 0.224
H 0.302 0.237 0.153
H 0.137 -0.646 0.378
H -0.636 -0.021 -0.499
H -0.529 -0.167 -0.447
H -0.090 -0.416 -0.262
H -0.268 -0.766 -0.519
H 0.148 -0.480 0.050

Properties
* charge: 0
* LUMO level: 0.99 eV
* HOMO level: -9.90 eV
* maximum force: 0.048 hartree/bohr
* HOMO-LUMO gap: 0.4004 hartree
* SMILES: C[C@@H]1N[C@@H](CO)[C@@H]1F

=====

Record 2
C5H10FP | ωB97M-V/def2-TZVPD

CARTESIAN COORDINATES (ANGSTROEM)
C  -1.108  1.304  -1.645
C  -1.236  0.238  -0.811
C  0.058  -0.547  -0.458
F  1.092  -0.082  -1.298
P  -0.259  -2.366  -0.863
C  0.625  -0.399  0.966
C  0.942  1.057  1.390
H  -2.035  1.854  -1.925
H  -0.312  1.842  -2.259
H  -2.193  -0.224  -0.574
H  -0.976  -2.392  0.470
H  1.009  -2.629  -0.255
H  -0.145  -0.695  1.625
H  1.371  -1.075  1.192
H  1.713  1.428  0.798
H  0.101  1.744  1.278
H  1.353  0.943  2.369

Force components x, y, z for each atom (eV/Å):
C -1.716 0.787 -0.567
C 2.747 0.942 -1.432
C -0.209 0.236 -0.170
F -0.219 -0.157 -0.157
P -0.087 0.559 1.847
C -2.560 2.631 -0.717
C -0.570 -1.529 -0.461
H 0.281 -0.761 0.357
H -0.204 -1.549 1.715
H 0.137 0.512 0.305
H 0.636 -0.486 -1.470
H -0.353 -0.534 -0.202
H -1.220 -0.486 0.768
H 2.069 -1.207 -0.103
H 1.422 0.767 -1.157
H -0.039 -0.284 0.449
H -0.114 0.561 0.994

Properties
* charge: 0
* LUMO level: 0.92 eV
* HOMO level: -9.62 eV
* maximum force: 0.073 hartree/bohr
* HOMO-LUMO gap: 0.3872 hartree
* SMILES: C=C[C@](F)(P)CC

=====

Record 3
C5H10IN2O | ωB97M-V/def2-TZVPD

CARTESIAN COORDINATES (ANGSTROEM)
C  -0.557  -0.902  -0.379
C  1.012  -1.009  -0.429
C  1.746  0.292  -0.739
C  0.122  1.806  0.032
C  -0.348  2.760  1.076
N  -1.161  0.121  0.077
N  -1.244  -1.957  -0.902
O  1.296  1.268  0.241
I  -0.462  2.388  -2.028
H  1.261  -1.459  0.530
H  0.969  -1.818  -1.290
H  2.879  0.123  -0.649
H  1.329  0.642  -1.660
H  -1.465  2.602  1.316
H  -0.059  3.756  0.767
H  0.077  2.541  2.000
H  -2.179  0.097  -0.053
H  -0.665  -2.770  -1.149
H  -2.262  -1.837  -1.140

Force components x, y, z for each atom (eV/Å):
C 0.352 -0.593 -0.580
C -2.726 -2.144 -1.239
C 0.466 -1.450 0.765
C -0.416 -0.535 -0.780
C -2.508 -0.833 -0.488
N 0.687 1.757 0.336
N 0.179 0.440 -0.047
O -0.866 0.100 -0.220
I 0.184 -0.050 0.997
H 0.524 -0.102 -0.132
H 1.645 1.749 1.599
H -1.856 0.789 -0.279
H 0.872 0.194 -0.933
H 1.588 0.726 -1.051
H -0.368 0.289 -0.068
H 1.292 -0.481 1.541
H 0.402 0.456 0.254
H -1.229 0.409 -0.097
H 1.778 -0.719 0.424

Properties
* charge: +1
* LUMO level: -4.24 eV
* HOMO level: -13.54 eV
* maximum force: 0.072 hartree/bohr
* HOMO-LUMO gap: 0.3419 hartree

=====

Record 4
C5H10LiO5 | ωB97M-V/def2-TZVPD

CARTESIAN COORDINATES (ANGSTROEM)
C  2.840  -0.089  0.443
C  1.523  0.442  0.948
O  1.300  -0.063  2.260
C  0.183  0.319  2.898
O  -0.620  1.117  2.353
O  0.022  -0.127  4.062
O  3.092  0.458  -0.805
H  2.999  -1.529  0.425
H  3.660  0.070  1.160
H  0.703  0.135  0.280
H  1.544  1.541  0.977
H  4.023  0.314  -1.068
Li  -1.670  0.865  3.998
C  3.321  -3.223  0.437
C  3.154  -4.064  -0.785
O  1.765  -4.229  -1.052
H  4.347  -3.186  0.814
H  2.666  -3.495  1.271
H  3.619  -5.057  -0.638
H  3.661  -3.597  -1.647
H  1.643  -4.649  -1.907

Force components x, y, z for each atom (eV/Å):
C 1.236 -2.467 0.743
C -0.543 -0.145 -0.305
O 0.343 -0.310 -0.048
C 0.126 0.197 0.433
O -0.550 0.203 -0.176
O -0.394 -0.052 0.124
O 0.594 0.031 -0.602
H -0.774 1.711 -0.279
H -0.258 0.312 -0.077
H 0.231 0.139 0.174
H 0.065 -0.233 -0.098
H -0.821 0.027 0.363
Li 0.838 -0.222 -0.432
C 0.242 -0.175 0.906
C -0.108 0.322 -0.404
O -0.065 0.096 0.066
H -0.059 0.238 -0.315
H -0.138 0.230 -0.358
H 0.012 0.212 0.107
H -0.082 -0.105 0.165
H 0.106 -0.009 0.015

Properties
* spin multiplicity: 2
* charge: 0
* LUMO level (spin up / spin down): -0.47 / -0.47 eV
* HOMO level (spin up / spin down): -7.28 / -9.53 eV
* maximum force: 0.056 hartree/bohr
* HOMO-LUMO gap (spin up / spin down): 0.2502 / 0.3329 hartree
* expectation value of S²: 0.764

=====

Which of these has the lowest maximum force?
C5H10FNO